(one)
C2H10O3Si2 | ωB97M-V/def2-TZVPD

```
17
Properties=species:S:1:pos:R:3:mulliken_charge:R:1
C -2.936 -0.866 0.660 -0.889
Si -1.294 0.030 0.685 0.303
O -0.446 -0.493 -0.521 -0.345
Si 1.664 -0.066 -0.850 0.748
C 1.795 1.561 0.007 -0.685
O 2.384 -1.394 -0.156 -0.532
O 1.794 -0.093 -2.424 -0.464
H -3.402 -0.455 1.535 0.271
H -3.399 -0.659 -0.315 0.247
H -2.950 -2.022 0.689 0.271
H -1.486 1.454 0.407 -0.160
H -0.446 0.054 1.910 -0.170
H 0.750 1.584 0.522 0.082
H 2.452 1.680 0.879 0.338
H 1.856 2.420 -0.848 0.269
H 1.890 -1.727 0.714 0.360
H 1.775 -1.009 -2.896 0.354
```

* Kohn-Sham gap: 9.9 eV
* total charge: 0
* HOMO level: -9.543 eV
* lowest unoccupied orbital energy: 0.32 eV

---

(two)
C2H10O3Si2 | ωB97M-V/def2-TZVPD

```
17
Properties=species:S:1:pos:R:3:mulliken_charge:R:1
C 0.121 0.122 -2.828 -0.545
C -0.039 -1.967 1.452 -0.573
O 2.811 -0.081 0.045 -0.531
O 1.050 0.094 -1.809 -0.196
O 0.631 -1.339 0.377 -0.095
Si -1.966 2.080 1.867 0.213
Si 1.190 0.069 -0.162 0.110
H 0.796 -0.076 -3.685 0.218
H -0.179 1.192 -2.959 0.234
H -0.574 -0.613 -2.525 0.254
H -0.188 -2.930 1.044 0.269
H -1.095 -1.548 1.731 0.203
H 0.557 -2.152 2.341 0.283
H 3.491 0.119 -0.645 0.319
H -1.818 2.992 0.692 -0.058
H -1.426 2.589 3.122 -0.059
H -3.364 1.449 1.943 -0.047
```

* Kohn-Sham gap (spin up / spin down): 6.9 / 7.2 eV
* total charge: 0
* HOMO level (spin up / spin down): -7.695 / -7.810 eV
* lowest unoccupied orbital energy (spin up / spin down): -0.82 / -0.66 eV

---

Which of them is most stable, and which least? Most stable: (one); least stable: (two).

---

(one)
C20H57NO12 | ωB97M-V/def2-TZVPD

```
90
Properties=species:S:1:pos:R:3:mulliken_charge:R:1
C 1.361 -2.148 1.964 -0.444
O 2.386 -1.992 1.065 -0.562
C 2.144 -1.044 0.045 1.551
C 3.512 -0.898 -0.663 -1.546
N 3.368 -0.059 -1.852 0.270
C 4.480 -0.213 -2.716 -1.235
C 4.025 0.344 -4.056 -0.216
O 4.813 0.748 -4.932 -0.417
C 5.912 -0.094 -5.038 -0.830
H 0.494 -2.621 1.455 0.059
H 1.067 -1.199 2.373 0.066
H 1.692 -2.739 2.795 0.407
H 1.872 -0.075 0.413 -0.427
H 1.342 -1.441 -0.518 -0.140
H 3.876 -1.866 -0.988 0.359
H 4.217 -0.429 0.005 0.422
H 3.452 0.898 -1.491 0.328
H 4.783 -1.247 -2.797 0.485
H 5.385 0.235 -2.325 0.464
H 3.451 1.285 -3.916 0.168
H 3.450 -0.372 -4.539 0.345
H 6.552 0.013 -4.218 0.319
H 6.337 0.320 -5.912 0.315
H 5.649 -1.197 -5.020 0.282
O -1.704 -0.103 3.702 -0.619
C -2.371 1.095 3.915 0.079
C -3.738 0.863 3.558 -0.199
O -4.581 1.967 3.936 -0.585
H -1.932 -0.505 2.840 -0.124
H -2.394 1.391 4.922 0.594
H -1.826 1.841 3.364 -0.146
H -4.258 -0.021 3.998 0.290
H -3.838 0.741 2.458 0.014
H -4.465 2.145 4.853 0.295
O -0.478 3.531 -0.663 -0.577
C 0.596 2.835 -1.234 0.290
C 0.048 2.169 -2.411 -0.166
O 0.988 1.233 -2.884 -0.410
H -0.553 3.438 0.273 0.136
H 1.369 3.598 -1.486 0.343
H 0.993 2.133 -0.518 -0.368
H -0.033 2.902 -3.230 0.340
H -0.907 1.687 -2.254 0.011
H 1.459 0.692 -2.205 0.152
O -3.236 -1.926 1.735 -0.570
C -2.326 -2.803 2.398 0.774
C -2.338 -4.143 1.907 -0.628
O -1.485 -4.968 2.642 -0.540
H -3.082 -2.018 0.790 0.271
H -1.364 -2.358 2.369 -0.467
H -2.582 -2.983 3.429 0.403
H -1.990 -4.166 0.851 0.108
H -3.379 -4.540 1.862 0.330
H -1.165 -5.600 1.977 0.367
C 0.853 2.086 2.435 -0.170
C 0.433 3.356 2.884 -0.699
O -0.594 3.815 2.059 -0.514
H 1.413 2.116 1.533 0.217
H -0.032 1.476 2.215 -0.320
H 1.501 1.617 3.229 0.362
H 1.266 4.010 2.956 0.444
H -0.151 3.351 3.812 0.371
H -1.032 4.577 2.467 0.262
C -3.661 2.445 -0.319 -0.567
C -3.354 3.190 0.879 0.184
O -4.610 3.513 1.617 -0.643
H -4.118 1.503 -0.060 0.188
H -2.741 2.109 -0.850 -0.116
H -4.275 3.001 -1.031 0.433
H -2.840 4.139 0.642 0.304
H -2.692 2.568 1.490 -0.112
H -4.672 2.840 2.288 0.350
C -1.207 -0.044 0.355 3.220
C -1.479 -0.592 -0.997 -0.820
O -1.905 -1.896 -0.851 -0.701
H -0.502 -0.696 0.939 -0.781
H -2.097 0.019 0.969 0.018
H -0.889 0.974 0.227 -0.970
H -0.517 -0.530 -1.533 0.019
H -2.180 -0.005 -1.546 0.338
H -1.172 -2.521 -1.042 0.369
C 0.877 -2.435 -3.392 -0.658
C 0.682 -3.680 -2.665 -0.553
O 0.084 -3.498 -1.423 -0.395
H -0.076 -1.909 -3.525 0.177
H 1.281 -2.641 -4.396 0.459
H 1.530 -1.772 -2.788 -0.087
H 1.631 -4.224 -2.556 0.371
H 0.034 -4.360 -3.185 0.411
H 0.190 -4.267 -0.872 0.183
```

* Kohn-Sham gap: 9.3 eV
* total charge: 0
* HOMO level: -9.280 eV
* lowest unoccupied orbital energy: 0.05 eV

---

(two)
C20H57NO12 | ωB97M-V/def2-TZVPD

```
90
Properties=species:S:1:pos:R:3:mulliken_charge:R:1
C -2.441 -4.421 -0.538 -1.042
O -1.937 -3.740 0.631 -0.268
C -0.564 -3.429 0.415 0.136
C -0.005 -2.626 1.635 -0.343
N 1.413 -2.268 1.573 -0.391
C 1.792 -1.370 0.434 0.405
C 3.217 -0.969 0.229 -1.087
O 3.525 0.159 -0.309 -0.056
C 3.116 0.450 -1.613 0.001
H -3.476 -4.689 -0.475 0.155
H -1.766 -5.100 -0.766 0.619
H -2.447 -3.686 -1.258 0.331
H -0.497 -2.782 -0.421 -0.414
H 0.037 -4.343 0.344 0.443
H -0.146 -3.162 2.548 0.530
H -0.579 -1.755 1.816 -0.104
H 1.683 -2.046 2.507 0.387
H 1.349 -0.445 0.629 -0.442
H 1.556 -1.671 -0.561 0.507
H 3.665 -1.667 -0.495 0.456
H 3.828 -0.804 1.128 0.201
H 3.382 1.485 -1.775 -0.172
H 2.035 0.338 -1.639 -0.111
H 3.559 -0.097 -2.422 0.397
O -3.090 -0.869 0.431 0.285
C -3.908 -0.922 -0.631 0.112
C -4.957 -1.860 -0.165 -0.920
O -5.749 -2.254 -1.223 -0.578
H -2.504 -1.601 0.337 -0.364
H -4.273 0.056 -0.893 0.453
H -3.244 -1.346 -1.378 -0.232
H -5.479 -1.449 0.679 0.383
H -4.795 -2.745 0.338 0.421
H -5.735 -3.295 -1.094 0.400
O -3.974 0.556 4.799 -0.552
C -3.977 -0.733 4.093 -0.217
C -2.643 -1.173 3.756 -0.472
O -2.505 -2.458 3.102 -0.508
H -3.084 0.924 4.659 0.298
H -4.358 -1.378 4.806 0.340
H -4.492 -0.543 3.141 0.200
H -2.003 -1.106 4.576 0.741
H -2.101 -0.495 2.993 -0.026
H -2.974 -2.317 2.248 0.110
O 0.486 0.867 3.125 -0.447
C 1.801 1.309 2.962 0.771
C 1.793 2.767 3.087 -0.564
O 3.115 3.364 3.003 -0.633
H -0.063 1.032 2.375 0.292
H 2.449 0.853 3.786 0.312
H 2.148 0.896 2.006 -0.767
H 1.255 3.036 3.949 0.466
H 1.206 3.158 2.332 0.267
H 3.603 3.119 2.221 0.228
C 0.277 2.123 -0.145 0.534
C -0.794 1.156 -0.234 0.869
O -1.416 1.264 1.003 -0.602
H 0.992 1.649 0.521 -0.896
H -0.204 2.958 0.290 0.555
H 0.539 2.344 -1.139 -0.464
H -0.464 0.170 -0.518 -0.912
H -1.535 1.348 -1.054 0.558
H -2.310 0.865 1.080 0.230
C 1.970 3.189 -3.743 -0.859
C 0.816 2.412 -3.924 -0.219
O 1.096 1.071 -3.735 -0.525
H 2.161 3.260 -2.652 -0.141
H 1.582 4.160 -4.073 0.422
H 2.745 2.851 -4.393 0.337
H 0.392 2.533 -4.927 0.367
H 0.090 2.620 -3.159 0.238
H 0.284 0.554 -3.693 0.333
C -0.777 -1.528 -2.677 -0.138
C -1.397 -1.322 -3.933 -1.005
O -1.454 0.093 -4.135 -0.448
H 0.200 -1.034 -2.611 0.310
H -0.502 -2.554 -2.440 0.495
H -1.367 -1.058 -1.864 -0.300
H -2.348 -1.803 -3.963 0.500
H -0.846 -1.852 -4.604 0.485
H -1.670 0.268 -4.992 0.226
C 4.091 3.791 -0.328 -1.161
C 4.966 2.744 0.070 -0.034
O 4.675 2.099 1.260 -0.580
H 4.583 4.282 -1.128 0.376
H 4.073 4.608 0.463 0.391
H 3.068 3.497 -0.458 0.125
H 5.975 3.130 0.192 0.433
H 5.087 2.052 -0.762 0.318
H 5.176 1.303 1.372 0.247
```

* Kohn-Sham gap: 8.8 eV
* total charge: 0
* HOMO level: -8.604 eV
* lowest unoccupied orbital energy: 0.16 eV

---

Which of them is most stable, and which least? Most stable: (one); least stable: (two).

---

(one)
C4H9N3 | ωB97M-V/def2-TZVPD

```
16
Properties=species:S:1:pos:R:3:mulliken_charge:R:1
C 2.477 0.052 -0.013 -0.701
N 0.886 0.101 0.021 0.035
C 0.304 -1.245 -0.073 -0.026
N -1.004 -1.426 -0.105 -0.646
N -1.614 -0.300 0.356 -0.164
C -1.414 1.047 -0.250 -0.703
C 0.091 1.351 0.082 -0.371
H 2.839 0.445 0.951 0.275
H 3.034 0.696 -0.670 0.297
H 2.549 -1.135 -0.147 0.164
H 0.843 -2.106 -0.250 0.349
H -2.472 -0.627 0.340 0.220
H -1.803 1.103 -1.227 0.351
H -2.159 1.743 0.096 0.376
H 0.228 1.851 1.123 0.245
H 0.315 2.172 -0.591 0.298
```

* Kohn-Sham gap: 8.4 eV
* total charge: 0
* HOMO level: -7.466 eV
* lowest unoccupied orbital energy: 0.95 eV

---

(two)
C4H9N3 | ωB97M-V/def2-TZVPD

```
16
Properties=species:S:1:pos:R:3:mulliken_charge:R:1
C 0.486 -2.012 -0.687 -0.926
C 0.228 -0.045 1.610 -0.477
N 0.709 -0.631 -0.291 -0.204
H 1.690 -0.382 -0.385 0.326
H 1.357 -2.631 -0.469 0.329
H 0.265 -2.048 -1.760 0.387
H -0.379 -2.413 -0.154 0.264
H 1.094 -0.617 1.919 0.295
H 0.194 0.882 2.168 0.277
H -0.703 -0.595 1.640 0.295
C -1.105 2.429 -0.056 -0.439
N -0.413 1.379 0.012 -0.187
C -0.123 0.485 -1.090 0.145
N -0.451 0.473 -2.256 -0.702
H -1.295 3.041 0.822 0.237
H -1.553 2.684 -1.023 0.381
```

* Kohn-Sham gap: 7.0 eV
* total charge: 0
* HOMO level: -7.032 eV
* lowest unoccupied orbital energy: -0.06 eV

---

Which of them is most stable, and which least? Most stable: (one); least stable: (two).

---

(one)
C4H9N3 | ωB97M-V/def2-TZVPD

```
16
Properties=species:S:1:pos:R:3:mulliken_charge:R:1
C 1.376 -0.043 1.105 -1.537
C 0.537 0.736 -1.146 -1.568
C 0.330 -0.219 0.018 1.463
N -1.939 0.833 0.334 -0.622
C -0.049 -1.621 -0.369 -0.504
N -1.069 -0.221 0.549 0.348
N -1.282 -1.497 -0.006 -0.699
H -2.338 0.836 -0.606 0.205
H -2.697 0.775 1.008 0.260
H 0.470 -2.492 -0.715 0.397
H 1.376 0.987 1.451 0.321
H 2.361 -0.291 0.717 0.364
H 1.151 -0.694 1.946 0.399
H -0.169 0.530 -1.948 0.384
H 0.395 1.758 -0.804 0.351
H 1.546 0.623 -1.536 0.437
```

* Kohn-Sham gap: 9.8 eV
* total charge: 0
* HOMO level: -8.788 eV
* lowest unoccupied orbital energy: 1.02 eV

---

(two)
C4H9N3 | ωB97M-V/def2-TZVPD

```
16
Properties=species:S:1:pos:R:3:mulliken_charge:R:1
C 1.578 0.654 -0.698 -0.944
N 0.548 -0.374 -0.634 0.151
C -0.584 -0.108 0.186 0.630
N 1.117 -1.668 -0.478 -0.735
C -0.924 1.274 0.384 -0.008
C -1.500 -1.132 0.492 -1.097
N -1.364 2.289 0.941 -0.548
H 0.625 -2.300 -1.099 0.255
H 0.937 -2.000 0.470 0.320
H -1.621 3.027 0.281 0.282
H -0.384 0.413 1.360 0.109
H 2.312 0.357 -1.441 0.298
H 1.131 1.602 -1.001 0.387
H 2.092 0.791 0.266 0.314
H -2.258 -0.953 1.240 0.315
H -1.706 -1.871 -0.269 0.271
```

* Kohn-Sham gap (spin up / spin down): 7.4 / 7.4 eV
* total charge: 0
* HOMO level (spin up / spin down): -6.963 / -6.963 eV
* lowest unoccupied orbital energy (spin up / spin down): 0.47 / 0.47 eV

---

Which of them is most stable, and which least? Most stable: (one); least stable: (two).